1.
{
  "formula": "C33H64Cl24FN3O3S3",
  "method": "the ωB97M-V functional and the def2-TZVPD basis",
  "species": ["O", "S", "O", "F", "N", "S", "C", "C", "C", "C", "C", "C", "C", "S", "C", "N", "N", "C", "O", "H", "H", "H", "H", "H", "H", "H", "H", "H", "H", "H", "H", "H", "H", "H", "H", "Cl", "C", "C", "Cl", "H", "H", "H", "H", "Cl", "C", "C", "Cl", "H", "H", "H", "H", "Cl", "C", "C", "Cl", "H", "H", "H", "H", "Cl", "C", "C", "Cl", "H", "H", "H", "H", "Cl", "C", "C", "Cl", "H", "H", "H", "H", "Cl", "C", "C", "Cl", "H", "H", "H", "H", "Cl", "C", "C", "Cl", "H", "H", "H", "H", "Cl", "C", "C", "Cl", "H", "H", "H", "H", "Cl", "C", "C", "Cl", "H", "H", "H", "H", "Cl", "C", "C", "Cl", "H", "H", "H", "H", "Cl", "C", "C", "Cl", "H", "H", "H", "H", "Cl", "C", "C", "Cl", "H", "H", "H", "H"],
  "positions_angstrom": [[-3.18317, 1.23531, -4.55517], [-2.11522, 1.86584, -3.81981], [-2.63149, 2.39526, -2.57682], [-1.60559, 3.12653, -4.71740], [-0.80935, 0.80419, -3.58789], [0.29059, 1.46728, -2.43146], [-1.37186, -0.53922, -3.20652], [-0.43360, -1.42649, -2.34777], [-0.59989, -1.33606, -0.78982], [-1.69767, -0.37451, -0.25839], [-1.69286, -0.27474, 1.32322], [-0.76153, 0.89269, 1.86132], [-1.35785, 2.30621, 1.57250], [-0.30673, 3.69806, 2.20495], [1.37261, 3.53802, 1.57502], [2.14124, 2.47069, 1.59999], [3.35813, 2.75048, 1.06547], [3.28806, 4.04118, 0.73352], [2.07815, 4.58680, 0.99353], [-0.31568, 2.39098, -1.61838], [-1.53146, -1.08806, -4.18379], [-2.40172, -0.40122, -2.79815], [0.66237, -1.29589, -2.57162], [-0.65125, -2.48362, -2.64334], [0.38106, -1.08350, -0.30466], [-0.84498, -2.36120, -0.40431], [-2.70340, -0.78612, -0.52202], [-1.65222, 0.66703, -0.64140], [-2.73181, -0.00162, 1.62606], [-1.41487, -1.25037, 1.77319], [-0.61779, 0.78677, 2.96679], [0.24108, 0.74541, 1.39846], [-2.37181, 2.35360, 2.02576], [-1.49836, 2.49597, 0.47745], [4.18767, 4.52605, 0.30303], [3.77749, 2.62853, -6.73570], [2.13174, 2.75651, -7.41586], [1.06584, 2.57944, -6.36287], [1.00853, 0.91458, -5.73683], [2.03650, 2.01867, -8.21104], [2.04859, 3.74701, -7.85987], [0.08588, 2.78998, -6.79019], [1.22165, 3.25156, -5.51858], [-3.51663, -1.79075, 3.43257], [-4.40126, -0.95378, 4.73457], [-5.37920, 0.07068, 4.19531], [-4.54911, 1.46201, 3.44750], [-3.67028, -0.49779, 5.40152], [-4.93732, -1.72152, 5.29379], [-5.98625, 0.46638, 5.00417], [-6.04538, -0.36490, 3.45160], [6.15713, 5.36052, -1.34992], [5.74553, 5.44449, -3.08061], [4.25539, 5.41902, -3.28733], [3.55692, 3.85161, -2.84655], [6.24340, 4.61857, -3.58685], [6.15532, 6.37712, -3.46941], [4.02131, 5.59428, -4.33800], [3.75680, 6.18576, -2.69529], [-6.72677, -1.31310, 6.63991], [-7.61447, -0.48144, 7.94326], [-8.58868, 0.53763, 7.40180], [-7.75695, 1.92428, 6.65571], [-6.88540, -0.02522, 8.61092], [-8.15229, -1.24844, 8.50132], [-9.19997, 0.93285, 8.21324], [-9.25224, 0.10054, 6.65691], [-0.56665, -3.09801, 3.74620], [0.00115, -3.48528, 5.38797], [-0.87375, -4.51061, 6.06993], [-2.49203, -3.86785, 6.45712], [0.04813, -2.55746, 5.95736], [1.01299, -3.87254, 5.28555], [-0.41998, -4.81245, 7.01430], [-1.00256, -5.39913, 5.45330], [2.81997, -1.04339, -2.31273], [3.76826, -1.73177, -0.96936], [3.63897, -3.23518, -0.88835], [2.00512, -3.74705, -0.39625], [3.44472, -1.25043, -0.04719], [4.80963, -1.46155, -1.14711], [4.33062, -3.62409, -0.14040], [3.86658, -3.70726, -1.84314], [6.23855, -1.36023, -5.12961], [6.80761, -0.40492, -6.52101], [7.59096, 0.81469, -6.09400], [6.55825, 2.02410, -5.29407], [5.94059, -0.13259, -7.12154], [7.44348, -1.06058, -7.11660], [8.02703, 1.29853, -6.96822], [8.39784, 0.55354, -5.41085], [3.92042, -5.11249, 2.48995], [4.50040, -5.49810, 4.13182], [3.63163, -6.52685, 4.81451], [2.01382, -5.88519, 5.20356], [4.54670, -4.57264, 4.70057], [5.51402, -5.88324, 4.02728], [4.08765, -6.82914, 5.75731], [3.50316, -7.41555, 4.19843], [-3.60264, -3.91739, -3.37714], [-3.36565, -4.15246, -5.12700], [-1.91101, -4.35290, -5.48123], [-0.95654, -2.86988, -5.23421], [-3.78842, -3.29235, -5.64435], [-3.93872, -5.03601, -5.40928], [-1.81952, -4.61856, -6.53460], [-1.46024, -5.14795, -4.88885], [-6.96422, 5.72475, 6.42451], [-7.41716, 5.75626, 4.70190], [-8.91554, 5.74455, 4.50565], [-9.64093, 4.18989, 4.98425], [-6.94305, 4.90675, 4.21203], [-6.99783, 6.67033, 4.28086], [-9.15068, 5.89296, 3.45163], [-9.40054, 6.53408, 5.07772], [0.39514, 4.51559, -9.25717], [-1.24981, 4.64014, -9.93343], [-2.31498, 4.45881, -8.87681], [-2.36637, 2.79100, -8.25394], [-1.34461, 3.90260, -10.72877], [-1.33508, 5.63217, -10.37776], [-3.29601, 4.66783, -9.30339], [-2.15933, 5.12967, -8.03295], [7.66177, -6.73222, 5.78543], [7.63802, -5.99348, 7.40657], [6.28017, -5.43247, 7.75911], [5.86147, -4.00755, 6.77291], [8.40876, -5.22513, 7.43926], [7.90737, -6.77724, 8.11483], [6.27364, -5.10826, 8.79962], [5.49462, -6.17557, 7.62901]],
  "e_homo_ev": -8.48,
  "lumo_ev": 0.486,
  "fmax_ev_per_a": 3.37,
  "energy_ha": -14024.7238,
  "orbital_gap_ha": 0.3295
}

=====

2.
{
  "formula": "C33H64F2I2N2O7P3S2",
  "method": "the ωB97M-V functional and the def2-TZVPD basis",
  "species": ["C", "C", "S", "C", "N", "C", "C", "C", "C", "C", "C", "F", "C", "I", "C", "C", "I", "C", "P", "O", "P", "C", "C", "C", "C", "C", "C", "C", "C", "C", "C", "N", "C", "C", "C", "C", "S", "O", "O", "F", "H", "H", "H", "H", "H", "H", "H", "H", "H", "H", "H", "H", "H", "H", "H", "H", "H", "H", "H", "H", "H", "H", "H", "H", "H", "H", "H", "H", "H", "H", "H", "H", "H", "H", "H", "H", "H", "H", "H", "H", "H", "H", "H", "H", "H", "H", "H", "H", "H", "O", "P", "O", "C", "C", "O", "C", "C", "O", "C", "C", "H", "H", "H", "H", "H", "H", "H", "H", "H", "H", "H", "H", "H", "H", "H"],
  "positions_angstrom": [[-0.43969, -5.24658, 3.56194], [0.33482, -3.94286, 3.38476], [-0.76201, -2.65092, 2.75362], [0.40084, -1.33966, 2.27021], [0.10362, 0.11368, 2.64514], [-0.20478, 0.00677, 4.12517], [0.76921, -0.68743, 5.07251], [1.29196, 1.01834, 2.18160], [1.23828, 2.23319, 3.20342], [1.78175, 3.66538, 3.03398], [0.70492, 4.76213, 2.89363], [2.41117, 3.97705, 4.25824], [2.73588, 0.44176, 2.44828], [3.45049, -1.05889, 1.05497], [3.91365, 1.44624, 2.71066], [4.18553, 1.64431, 4.23727], [5.85635, 0.75356, 1.99116], [0.93175, 1.46115, 0.71758], [1.70603, 2.94898, -0.01095], [3.17995, 3.03405, 0.14129], [0.92768, 0.29234, -0.82040], [-0.26914, 0.94462, -2.08210], [-1.16446, -0.18395, -2.66508], [2.52116, 0.46169, -1.76202], [2.90805, -0.89006, -2.39648], [-0.57423, 1.81083, 1.00269], [-1.12707, 0.71018, 1.95048], [-2.17136, 1.49300, 2.81335], [-3.04002, 2.58553, 2.16493], [-4.52059, 2.53995, 2.62468], [-4.70062, 2.32620, 4.12823], [-3.76835, 3.06232, 4.95891], [-3.52047, 4.40745, 5.03517], [-2.62942, 4.57659, 6.05895], [-2.24607, 3.31080, 6.57095], [-2.97310, 2.39897, 5.84123], [-2.21944, -0.34591, 0.90710], [-3.02545, 0.51965, 0.12085], [-1.53490, -1.34203, 0.17297], [-3.16541, -1.05110, 1.92585], [-0.74777, -5.68515, 2.61583], [-1.28991, -5.11954, 4.23112], [0.24936, -5.94008, 4.04617], [0.80188, -3.70206, 4.34188], [1.15111, -4.10259, 2.67808], [1.32681, -1.66652, 2.72946], [0.58607, -1.41891, 1.20240], [-1.18652, -0.43399, 4.27780], [-0.34960, 0.96114, 4.62597], [0.95566, -1.73764, 4.87517], [0.29025, -0.64184, 6.05326], [1.69863, -0.13387, 5.19764], [0.19115, 2.44587, 3.41724], [1.61952, 1.85507, 4.14822], [2.54864, 3.87222, 2.29152], [0.73821, 5.41409, 3.76510], [0.88050, 5.40027, 2.03018], [-0.31338, 4.36966, 2.83709], [2.69374, -0.15722, 3.35431], [3.87790, 2.40340, 2.21433], [3.41192, 1.19321, 4.85867], [4.30421, 2.70532, 4.43204], [5.11915, 1.17921, 4.53937], [1.36662, 2.93162, -1.37386], [1.09640, 4.11501, 0.49738], [-0.85317, 1.81040, -1.76484], [0.28359, 1.32502, -2.94608], [-1.19364, -0.12028, -3.75179], [-2.18171, -0.00582, -2.32155], [-0.80185, -1.16661, -2.37603], [2.41067, 1.16675, -2.58948], [3.34008, 0.83658, -1.15289], [3.99006, -0.95387, -2.52600], [2.49126, -0.98029, -3.40058], [2.58665, -1.74436, -1.80108], [-1.21814, 2.01658, 0.15620], [-0.52055, 2.79384, 1.47271], [-1.73865, 1.97478, 3.68639], [-2.84635, 0.76119, 3.26483], [-3.07642, 2.63718, 1.08190], [-2.68868, 3.57042, 2.48495], [-4.90781, 3.52987, 2.36961], [-5.06254, 1.82732, 2.00232], [-4.71122, 1.26529, 4.37319], [-5.71182, 2.65433, 4.39071], [-4.01121, 5.12747, 4.40358], [-2.26107, 5.51513, 6.44260], [-1.54434, 3.08812, 7.35562], [-2.93834, 1.32730, 5.96068], [-0.83618, -2.04529, -5.99510], [0.13860, -2.77080, -6.83301], [-0.27318, -2.54262, -8.37639], [-0.19540, -1.22882, -8.94527], [1.23276, -0.75419, -9.14012], [-0.32013, -4.32446, -6.66097], [-1.19278, -4.73349, -5.60671], [-2.62613, -4.83278, -6.09207], [1.68566, -3.09438, -6.95658], [2.22684, -4.30684, -7.51984], [1.89185, -4.56929, -8.96842], [-0.75212, -0.52740, -8.31826], [-0.70146, -1.28561, -9.90766], [1.74710, -0.63798, -8.18361], [1.24407, 0.20806, -9.65255], [1.80517, -1.46891, -9.73007], [-1.11087, -4.05998, -4.75461], [-0.84454, -5.71277, -5.27254], [-2.88926, -3.98316, -6.72109], [-3.31918, -4.87188, -5.25055], [-2.76696, -5.73176, -6.69360], [1.95682, -5.15846, -6.89931], [3.30721, -4.19336, -7.42600], [0.84562, -4.83863, -9.10098], [2.49529, -5.40385, -9.32816], [2.09939, -3.70173, -9.59260]],
  "e_homo_ev": -10.27,
  "lumo_ev": -2.473,
  "charge": 1,
  "fmax_ev_per_a": 5.67,
  "energy_ha": -4547.2124,
  "orbital_gap_ha": 0.2867
}